No. 1
13
Properties=species:S:1:pos:R:3:forces:R:3 method="wB97M-V/def2-TZVPD" gap_ev=9.4 e_above_lowest_kj_mol=177.9 e_homo_ev=-9.58
C 1.356 -0.426 -0.758 -0.11 0.21 -0.12
C 1.455 -1.685 0.056 0.25 -0.17 0.04
H -0.940 -0.695 0.437 0.02 0.14 -0.11
H -2.225 1.387 0.993 0.14 0.00 -0.06
H -1.164 2.322 -0.087 -0.02 -0.12 0.09
C -1.219 1.447 0.567 -0.03 0.05 0.02
H -1.646 0.041 -1.007 0.10 0.03 0.09
O 2.499 -2.294 0.107 -0.45 0.24 -0.01
H 2.285 -0.202 -1.290 -0.11 -0.03 0.06
N 0.378 0.368 -0.903 0.26 -0.29 0.09
H -0.506 1.588 1.386 -0.09 -0.02 -0.12
H 0.562 -2.046 0.598 0.13 0.03 -0.05
C -0.893 0.182 -0.222 -0.12 -0.07 0.06


No. 2
13
Properties=species:S:1:pos:R:3:forces:R:3 method="wB97M-V/def2-TZVPD" smiles="CC(=O)[C@H]1CN1" gap_ev=10.7 e_above_lowest_kj_mol=258.5 e_homo_ev=-9.70
H -1.223 1.511 -0.680 0.20 0.15 -0.08
H 2.266 -0.823 1.420 -0.47 0.05 -0.23
C -0.535 -0.446 -0.482 -1.33 1.52 -0.83
H 2.557 -0.975 -0.308 -0.55 0.05 -0.05
H -2.250 0.327 0.913 0.43 -0.27 -0.28
C 0.656 0.202 0.272 -0.61 0.56 0.30
O 0.434 1.305 0.734 0.17 -0.19 0.15
H 2.767 0.574 0.514 -0.42 -0.15 -0.12
H -0.224 -1.084 -1.316 -0.58 -0.42 0.73
N -1.503 0.623 -1.085 1.33 -0.19 0.09
H -2.971 -0.755 -0.365 1.03 -0.15 0.10
C 2.124 -0.317 0.453 -0.30 -0.02 -0.13
C -2.097 -0.141 -0.070 1.09 -0.93 0.34


No. 3
22
Properties=species:S:1:pos:R:3:forces:R:3 method="wB97M-V/def2-TZVPD" smiles="CS(=O)(=O)c1ccc(N2CC2)nn1" gap_ev=9.5 e_above_lowest_kj_mol=240.8 e_homo_ev=-9.65
O 3.868 0.872 0.942 -1.97 -0.60 -0.50
H 0.760 2.468 -1.077 0.14 -0.30 0.09
H -2.576 -1.166 2.264 -0.37 -0.01 -0.94
C 0.379 1.603 -0.536 -0.21 0.25 0.11
H -1.712 2.217 -0.726 0.11 -0.04 0.15
S 3.069 0.700 -0.275 3.71 1.75 -0.08
C -1.456 0.330 0.352 2.09 0.06 -0.30
H 3.062 -1.690 -0.364 0.20 0.29 0.07
N -2.831 0.113 0.494 -0.53 0.28 0.01
C 3.569 -0.894 -0.925 -2.25 -0.62 -1.05
H -2.623 -1.924 -0.293 -0.46 0.36 0.49
C -3.372 -1.189 0.049 -0.06 0.49 1.69
C -3.328 -0.727 1.577 1.05 -1.39 -1.52
N 0.749 -0.414 0.648 0.28 -0.55 0.02
N -0.558 -0.591 0.815 -0.62 1.15 -0.38
O 3.396 1.744 -1.270 -1.80 -1.63 0.83
H 3.229 -0.978 -1.979 0.06 0.22 0.61
C -1.005 1.498 -0.326 1.14 -1.38 0.30
C 1.252 0.607 -0.015 -1.68 0.84 -0.39
H -4.193 -0.402 2.130 -0.42 0.31 -0.46
H -4.304 -1.132 -0.562 0.81 0.02 0.80
H 4.624 -1.046 -0.925 0.77 0.49 0.45


No. 4
73
Properties=species:S:1:pos:R:3:forces:R:3 method="wB97M-V/def2-TZVPD" s_squared=0.76 gap_ev="5.3 / 5.1" spin_multiplicity=2 charge=+1 e_above_lowest_kj_mol=151.1 e_homo_ev="-8.99 / -9.00"
C 1.669 1.847 0.821 0.06 -0.12 0.16
H 0.284 -5.171 -3.507 0.00 0.01 0.00
H -4.178 5.079 -0.883 0.01 0.00 -0.01
C -2.980 0.576 0.539 -0.06 -0.09 0.03
H 3.412 1.803 3.424 0.02 -0.01 0.00
H 1.534 0.381 -2.055 0.03 0.02 0.02
C -1.677 5.130 0.274 -0.07 -0.06 0.00
H -1.464 -1.786 5.727 0.00 -0.01 0.01
N -0.623 -1.348 2.746 0.06 -0.04 -0.13
H 0.496 5.446 0.371 -0.02 0.00 -0.01
C 0.426 -2.095 -2.112 -0.10 0.06 0.06
N -2.335 -0.563 0.255 0.19 0.26 0.38
C 0.950 -1.352 -3.188 0.01 -0.04 -0.02
C -4.359 0.674 0.428 0.03 -0.01 -0.04
C 0.460 -4.106 -3.410 0.00 -0.01 0.01
H 1.151 -3.891 -5.423 0.00 0.01 0.01
C -1.496 3.321 -1.058 0.01 0.15 0.08
H -4.281 3.883 0.420 0.00 0.00 -0.01
S -1.929 1.988 -2.010 0.05 0.01 -0.02
C -0.373 4.902 0.046 0.07 0.01 0.00
C 0.188 -3.482 -2.201 0.00 0.00 -0.02
H -2.464 -2.494 -0.481 -0.02 0.01 0.02
C 1.199 -2.025 -4.374 0.04 -0.01 0.01
H 1.596 -1.475 -5.218 0.00 0.00 0.01
C -3.813 4.112 -0.540 -0.01 -0.01 0.00
C 1.727 -1.956 2.651 -0.17 -0.11 0.04
H -2.371 1.400 0.881 -0.07 0.00 -0.02
N -0.256 3.793 -0.771 -0.03 -0.01 -0.08
H 0.297 0.691 -3.234 0.00 -0.01 0.03
C 3.869 -2.320 1.135 0.04 0.00 0.05
H 4.908 1.794 0.927 -0.02 0.00 0.00
H 4.738 -2.467 0.505 0.00 0.00 0.01
N 0.113 -1.434 -0.940 0.01 -0.29 -0.39
C -0.335 -4.300 -1.053 0.00 -0.02 0.00
H 0.962 2.722 -2.371 -0.06 -0.02 -0.01
C 2.724 -1.755 0.602 -0.01 0.10 0.00
H 3.687 0.165 2.791 0.01 0.02 0.01
N -2.373 4.146 -0.411 0.01 -0.03 -0.01
N -1.023 -1.703 4.824 0.03 -0.01 0.04
H -2.588 -1.000 3.541 0.02 -0.01 0.00
C -1.562 -1.304 3.672 0.02 -0.05 0.03
Re -0.233 -0.884 0.642 -0.13 0.07 -0.08
C -5.078 -0.395 -0.065 -0.07 0.03 0.00
H 2.935 -2.809 4.200 0.00 0.00 -0.01
H -1.302 -4.742 -1.303 0.00 0.01 0.00
H 3.782 3.023 -1.275 0.00 -0.01 0.02
S 0.097 1.441 1.463 -0.04 -0.03 -0.16
C 3.324 2.533 -0.433 -0.06 0.02 0.01
Br -5.287 -3.042 -1.122 0.00 0.00 0.00
H -0.450 -3.715 -0.141 0.01 0.00 0.00
C 0.952 -3.385 -4.487 0.00 0.00 -0.01
C -4.391 -1.548 -0.418 0.05 -0.01 -0.01
H 0.346 -5.125 -0.836 -0.01 0.00 -0.01
N 1.632 -1.569 1.359 0.19 0.08 0.28
H 2.670 -1.440 -0.430 -0.02 0.00 0.00
B 1.084 3.362 -1.374 0.05 -0.12 0.04
C -3.028 -1.606 -0.231 -0.06 -0.01 -0.08
N 3.968 -2.692 2.410 -0.01 0.01 -0.05
H -6.151 -0.338 -0.190 0.01 -0.01 0.01
C 3.879 1.934 0.642 0.02 0.00 0.03
H 1.769 4.344 -1.523 0.00 0.00 -0.01
H 1.966 0.436 -3.772 -0.03 0.01 -0.01
C 0.492 -1.786 3.414 0.07 0.05 -0.15
C 1.208 0.114 -3.059 0.00 0.03 0.00
H -4.852 1.598 0.690 0.00 0.01 0.01
H -2.180 5.898 0.835 0.01 -0.01 0.00
N 1.953 2.490 -0.307 0.06 0.11 -0.02
N 2.837 1.514 1.437 0.03 0.02 -0.07
H -4.063 3.349 -1.273 -0.01 -0.01 0.02
N 0.280 -2.012 4.683 -0.05 0.01 0.04
C 2.890 -2.511 3.159 -0.05 0.00 0.05
H 2.035 0.723 3.176 -0.01 0.02 0.01
C 3.006 1.016 2.790 -0.01 0.02 -0.04


No. 5
62
Properties=species:S:1:pos:R:3:forces:R:3 method="wB97M-V/def2-TZVPD" s_squared=3.82 gap_ev="7.9 / 7.5" spin_multiplicity=4 charge=+2 e_homo_ev="-14.45 / -14.53"
H -4.011 -0.857 0.344 0.33 0.01 -0.04
C -3.964 -1.541 -1.865 0.16 -0.01 0.04
H -1.497 -3.124 1.109 0.03 -0.04 0.00
H -4.270 -2.371 -1.225 -0.01 0.01 0.03
H 0.419 -3.211 -1.173 0.00 0.01 0.10
H 2.363 3.030 -0.951 0.06 0.02 0.05
H -0.831 -0.636 -4.470 -0.05 -0.04 -0.01
H -1.476 -2.460 3.501 0.14 0.07 0.00
N 1.371 0.330 1.580 -0.17 0.06 -0.22
H -0.203 -4.008 1.946 -0.03 0.10 -0.12
O 0.554 -0.072 -2.633 0.06 -0.09 -0.66
H 3.111 -2.610 0.150 -0.06 0.04 -0.08
H -0.179 -0.040 4.270 -0.08 0.04 -0.06
Sb -0.223 2.210 -0.713 -0.13 0.91 -0.46
C -0.525 3.851 0.644 0.02 -0.41 -0.17
H -1.919 -0.601 2.317 0.15 0.04 0.03
N -2.176 -0.816 -0.320 -1.24 -0.21 -0.29
H 1.303 -4.161 0.033 -0.09 0.13 -0.04
C -0.542 -3.015 1.627 -0.36 -0.12 0.45
N -0.915 -0.723 2.394 -0.57 0.46 -0.30
N -0.428 -0.511 -1.961 -0.07 -0.13 -0.94
H -4.677 -0.722 -1.738 -0.02 0.06 0.01
C -0.676 -2.100 2.847 -0.03 -0.40 -0.23
H 4.198 2.092 1.212 0.09 0.02 -0.05
N 0.425 -2.357 0.754 -0.01 0.10 -0.10
C 1.565 1.940 3.323 0.11 -0.16 -0.12
H -2.567 -0.346 -4.315 -0.10 0.04 -0.03
C -0.379 0.328 3.257 0.02 0.06 0.00
C 2.547 0.727 1.086 0.29 0.19 0.12
C 1.574 2.866 -1.678 -0.16 -0.26 0.22
H 1.347 3.800 -2.186 -0.07 0.09 0.03
C -1.744 -0.978 -3.987 0.18 0.10 0.10
C 2.748 2.408 2.770 -0.15 -0.15 -0.07
H 3.518 0.607 -0.818 -0.02 -0.05 0.03
C -1.548 2.711 -2.326 0.09 -0.21 0.37
N 2.099 -0.950 -0.656 -0.33 0.48 -0.53
H -1.946 -1.998 -4.310 -0.04 -0.09 -0.02
H -4.024 -1.870 -2.898 0.00 0.02 -0.02
C 1.071 -3.141 -0.297 0.40 -0.32 -0.42
C 2.371 -2.392 -0.628 -0.23 -0.46 0.06
O -3.104 -0.829 0.704 -0.27 -0.21 0.12
H -0.318 4.773 0.112 0.04 0.09 -0.15
H 1.873 2.126 -2.415 0.00 -0.05 0.01
H 1.185 -2.078 1.381 -0.20 0.29 -0.22
C 3.258 1.782 1.643 -0.10 -0.18 -0.01
H -1.547 3.872 1.003 -0.16 -0.05 0.04
H 1.172 2.371 4.229 -0.11 0.07 0.13
Cr -0.227 -0.452 -0.030 1.81 -0.46 2.17
H 3.272 3.239 3.215 0.06 0.07 0.08
H 2.770 -2.748 -1.583 0.05 0.06 0.16
C -2.574 -1.111 -1.531 -0.19 0.12 1.11
H -1.246 2.145 -3.205 0.06 -0.06 -0.02
C 3.106 -0.073 -0.068 0.14 0.14 0.15
C -1.555 -0.905 -2.509 0.75 0.09 -0.70
H 1.952 -0.664 -1.629 -0.08 -0.03 0.25
H -2.579 2.478 -2.073 -0.07 0.01 0.01
H 0.260 -2.134 3.411 -0.02 0.04 0.02
H -1.109 1.134 3.353 -0.02 -0.05 0.01
H 0.152 3.769 1.487 0.10 -0.06 0.09
H 3.953 -0.650 0.326 -0.09 0.03 -0.13
H -1.461 3.774 -2.537 0.04 0.04 0.05
C 0.902 0.894 2.695 0.16 0.22 0.21


No. 6
80
Properties=species:S:1:pos:R:3:forces:R:3 method="wB97M-V/def2-TZVPD" s_squared=0.78 gap_ev="6.0 / 5.9" spin_multiplicity=2 charge=+1 e_homo_ev="-10.12 / -9.99"
H 4.735 -0.372 -4.278 0.10 0.01 -0.05
C -0.216 -2.250 4.552 0.16 0.16 0.13
C 3.054 3.996 2.568 -0.01 0.00 -0.11
C 3.753 6.400 2.319 -0.03 0.06 0.03
H 1.453 2.165 -5.356 -0.04 0.13 -0.02
C 0.644 -1.241 3.761 -0.05 -0.45 -0.04
N -0.248 -0.251 3.191 -0.30 0.25 -0.23
H -3.483 -0.515 2.529 0.09 0.06 -0.06
N 0.240 -3.111 -0.367 -0.23 0.83 0.33
H -5.208 0.566 -3.758 -0.03 0.10 -0.01
C 1.794 -2.125 -1.959 0.25 -0.27 -0.03
H -3.196 -4.804 -2.181 0.13 0.08 0.06
C -2.627 -0.400 3.191 -0.04 -0.26 -0.14
O -2.140 0.919 0.206 -0.54 -3.26 -1.22
C 3.167 0.980 -4.880 0.11 -0.06 0.07
H 3.805 1.547 -5.541 0.07 0.03 -0.06
C -4.783 -0.371 -3.434 0.07 0.13 0.02
C -1.943 -3.227 -1.504 0.21 -0.09 0.11
H 1.351 -0.724 4.410 -0.02 -0.03 -0.05
N -1.995 -1.924 -1.602 1.57 1.01 1.10
Ru -0.443 -0.634 -0.506 -0.16 0.04 -0.45
H -6.365 -1.504 -4.327 -0.05 -0.01 -0.04
H -2.943 -2.414 3.915 -0.05 -0.01 0.01
C 2.832 -0.783 -3.355 -0.79 0.57 -0.44
N 0.873 -1.265 -2.329 -0.66 0.19 1.55
C 3.277 5.101 1.751 0.03 -0.15 0.00
C -3.612 -0.374 -2.708 0.05 -0.11 0.08
C -1.494 1.815 0.719 2.31 3.33 -0.61
H -5.486 -3.705 -3.647 -0.04 -0.08 -0.03
C -2.698 -1.438 4.341 0.03 0.09 0.15
H 3.855 -2.373 -2.383 -0.14 -0.07 0.02
O -1.364 2.301 1.809 -0.39 -0.24 1.33
H 4.228 6.260 3.285 0.03 0.02 0.08
H 4.462 6.877 1.646 0.06 0.07 -0.01
C -3.779 -2.811 -2.662 0.09 0.90 0.04
H 2.910 7.080 2.449 0.01 0.04 0.03
C -0.507 2.576 -0.463 -1.99 0.41 1.39
H 2.379 3.693 -1.211 0.00 0.13 -0.20
C 1.482 -0.403 -3.209 0.81 0.22 -0.65
C -1.331 -0.720 2.509 -0.18 1.01 0.82
H 2.330 -3.356 -0.314 -0.13 -0.06 -0.05
H -1.738 -2.250 6.053 0.02 0.12 0.02
H -0.520 -4.806 -1.376 -0.05 0.08 0.17
H -2.613 0.614 3.591 0.07 0.01 -0.07
N 2.987 -1.893 -2.556 -0.31 -0.24 0.31
N -3.000 -3.817 -2.124 0.28 -0.04 0.12
H -3.524 -1.146 4.994 -0.04 -0.09 -0.09
C 0.962 0.670 -3.922 0.08 -0.13 0.15
N 0.349 1.610 -0.922 0.88 -2.40 -0.96
O -1.232 -1.504 1.561 0.23 -0.55 -0.39
H 3.262 4.066 3.625 0.00 0.00 0.09
S 1.665 1.233 -0.024 0.71 0.74 -0.77
H -0.073 0.947 -3.799 -0.08 0.08 -0.05
H 1.208 -1.729 2.963 0.07 0.03 0.10
O 1.209 0.336 1.039 -1.00 -0.82 -0.34
H -1.165 -0.639 5.660 0.00 0.05 0.12
H 0.341 -3.054 0.641 -0.08 -0.14 -0.17
H 0.405 -2.722 5.315 -0.01 -0.11 -0.04
H 2.367 1.949 2.655 -0.04 -0.04 0.21
H -0.571 -3.035 3.881 0.05 -0.09 -0.02
H -3.080 0.519 -2.413 -0.09 0.11 -0.03
H -0.039 3.425 0.043 -0.15 -0.19 -0.07
C -0.871 -3.970 -0.755 -0.25 -0.16 0.02
C 1.823 1.345 -4.762 -0.12 -0.01 0.00
C 2.320 2.732 0.685 -0.35 -0.52 -0.14
C 1.517 -3.282 -1.045 0.23 0.03 -0.04
H 1.516 -4.210 -1.636 0.07 0.16 0.13
C -1.444 -1.601 5.224 -0.03 -0.25 -0.07
C 3.698 -0.087 -4.180 0.06 -0.05 -0.03
C 2.564 3.805 -0.154 0.09 0.04 -0.15
C -5.446 -1.558 -3.763 0.01 -0.16 0.01
C -3.118 -1.613 -2.321 -0.77 -0.22 -0.45
O 2.648 0.637 -0.885 0.13 0.37 0.06
C 3.038 4.988 0.383 -0.09 -0.19 -0.01
C 2.564 2.813 2.041 -0.09 -0.14 0.08
H -1.332 -4.388 0.147 0.09 -0.04 -0.12
H -1.241 2.871 -1.213 0.34 0.14 -0.23
H -0.456 0.515 3.817 -0.17 -0.13 -0.10
H 3.222 5.840 -0.256 0.01 0.03 -0.10
C -4.962 -2.797 -3.387 -0.01 -0.04 -0.02